No. 1
Molecular formula: C7H7FN2O2
Method: DFT, ωB97M-V/def2-TZVPD

**M**: 170.14 g mol⁻¹
**HOMO energy**: -9.13 eV
**Electronic energy**: -630.62418 a.u.
**LUMO energy**: 0.8002 eV

Geometry as ORCA input:
```
! wB97M-V def2-TZVPD RIJCOSX def2/J DEFGRID3
* xyz 0 1
C -2.6600 2.2346 -0.4427
C -2.1538 1.1613 -0.6739
C -0.3893 -0.5504 -0.9094
C 1.5691 -0.6980 -0.3595
C 2.9678 -0.4783 0.0732
C -2.4536 -0.8930 0.8838
C -1.8275 -0.2251 -0.8810
N 0.6058 0.1642 -0.2747
N -0.0744 -1.6908 -1.4062
O 1.2623 -1.8323 -1.0045
O -2.5791 -0.8674 -1.7831
F -1.5256 -1.7982 1.4137
H -2.9434 3.1935 -0.0408
H 3.4492 -1.4004 0.2714
H 3.4915 -0.0160 -0.8033
H 3.0250 0.2143 1.0335
H -3.4278 -1.3257 0.8337
H -2.3138 0.0520 1.3344
H -2.1267 -1.3519 -2.4402
*
```

=====

No. 2
Molecular formula: C3H6N2O
Method: DFT, ωB97M-V/def2-TZVPD

**M**: 86.09 g mol⁻¹
**HOMO energy**: -9.63 eV
**Electronic energy**: -302.64891 a.u.
**LUMO energy**: 0.3510 eV
**SMILES**: C/N=C(\N)C=O

Geometry as ORCA input:
```
! wB97M-V def2-TZVPD RIJCOSX def2/J DEFGRID3
* xyz 0 1
C -1.0165 0.6486 -1.3882
N -0.8473 -0.4266 -0.4327
C 0.1690 -0.3698 0.3377
N 1.2049 0.5241 0.3623
C 0.2628 -1.4469 1.3778
O 1.1205 -1.4539 2.2316
H -0.0945 0.9047 -1.9341
H -1.7756 0.3705 -2.1234
H -1.3718 1.5532 -0.8761
H 1.8030 0.4636 1.1754
H 1.0783 1.4413 -0.0335
H -0.5327 -2.2087 1.3033
*
```

=====

No. 3
Molecular formula: C3H2F2O2
Method: DFT, ωB97M-V/def2-TZVPD

**M**: 108.04 g mol⁻¹
**HOMO energy**: -10.28 eV
**Electronic energy**: -465.65433 a.u.
**LUMO energy**: 0.4250 eV
**SMILES**: O=C(O)/C(F)=C\F

Geometry as ORCA input:
```
! wB97M-V def2-TZVPD RIJCOSX def2/J DEFGRID3
* xyz 0 1
O -2.2548 0.3070 -0.1900
C -1.2825 -0.2941 -0.1456
O -1.0682 -1.5888 0.1017
C -0.0296 0.6693 -0.0991
F -0.2147 1.9556 0.1212
C 1.2307 0.3704 -0.1869
F 1.7057 -0.7967 -0.1027
H -0.0336 -1.7297 0.4598
H 1.9468 1.1072 0.0417
*
```

=====

No. 4
Molecular formula: C2H3N3O
Method: DFT, ωB97M-V/def2-TZVPD

**M**: 85.07 g mol⁻¹
**HOMO energy (spin up / spin down)**: -10.30 / -10.41 eV
**Electronic energy**: -317.33777 a.u.
**LUMO energy (spin up / spin down)**: -2.6822 / -2.6810 eV

Geometry as ORCA input:
```
! wB97M-V def2-TZVPD RIJCOSX def2/J DEFGRID3
* xyz 0 1
C 2.2688 -0.1401 -0.1131
C -1.7665 0.1764 0.1902
N 3.1034 -0.6362 0.5575
N 1.2873 0.4081 -0.7519
N -0.7543 -0.4887 0.1066
O -2.0690 1.3355 0.0878
H -2.6211 -0.5172 0.2754
H 1.1689 1.3836 -0.6046
H -0.6176 -1.5214 0.2521
*
```

=====

- What is the M in the second record?
  86.09 g mol⁻¹

=====

- Which value of M does entry 1 give?
  170.14 g mol⁻¹

=====

- Which of these has the highest M?
  C7H7FN2O2

=====

- Which formula does entry 4 have?
  C2H3N3O